ORCA calculation (wB97M-V/def2-TZVPD) on a 3-piece molecular cluster, C3H10NO4 overall in a non-equilibrium geometry.

Summary:
- frontier orbital gap (eV) = 8.1
- highest occupied orbital energy (Eh) = -0.15915
- charge = -1
- LUMO (eV) = 3.805

Each line ends with the Mulliken charge.
Element x y z (Å)
O: -0.433 0.239 -1.516  -0.728
O: -2.305 -1.145 1.962  -0.773
O: -0.404 -2.309 -0.371  -0.690
O: -0.128 0.144 1.568  -0.818
N: 0.909 1.480 -0.156  -0.340
C: 0.680 0.659 -1.173  0.711
C: 0.098 1.394 1.296  -0.363
C: 1.911 0.238 -1.993  -1.243
H: -0.808 1.961 1.020  0.244
H: 2.574 -0.291 -1.295  0.326
H: -0.860 -2.175 0.473  0.360
H: 2.446 1.110 -2.363  0.374
H: -1.536 -0.484 2.009  0.436
H: 1.882 1.586 0.078  0.262
H: -2.575 -0.893 1.067  0.300
H: -0.351 -1.405 -0.751  0.343
H: 0.795 1.975 1.924  0.272
H: 1.624 -0.535 -2.691  0.327


ORCA calculation (wB97M-V/def2-TZVPD) on one molecule with the formula C16H18N6O4.

Summary:
- frontier orbital gap (eV) = 10.0
- highest occupied orbital energy (Eh) = -0.35202
- LUMO (eV) = 0.401
- SMILES string = Cc1nc(CN(C)C(=O)c2coc([C@H](C)NC(=O)[C@@H]3C[C@H]3C#N)n2)no1

Each line ends with the Mulliken charge.
Element x y z (Å)
O: 1.266 -1.743 -3.005  -0.670
O: -0.768 -1.262 0.535  -0.323
O: -1.921 -0.812 4.113  -0.650
O: -1.491 3.195 -4.531  -0.137
N: -0.033 -5.496 5.497  -0.438
N: 1.645 0.491 -3.029  0.002
N: -1.214 1.489 -3.180  -0.356
N: -0.155 3.229 -4.129  -0.524
N: 0.544 0.375 -0.160  -0.488
N: 0.076 -0.308 3.171  -0.072
C: -3.474 1.859 -4.189  -1.095
C: -0.470 0.554 2.131  0.120
C: 2.235 0.396 -4.356  -1.058
C: -0.055 2.210 -3.335  0.667
C: -2.043 2.139 -3.930  0.751
C: -0.041 -1.961 4.955  0.029
C: 1.159 -0.653 -2.465  0.478
C: 1.422 -2.276 4.959  -0.841
C: 0.087 1.964 2.219  -1.574
C: -0.719 -0.970 4.054  0.261
C: 0.464 -3.246 4.318  0.320
C: -0.320 -1.600 -0.702  -0.465
C: -0.200 -0.063 0.794  0.335
C: 0.473 -0.603 -1.145  0.453
C: 0.181 -4.497 4.972  -0.077
C: 1.219 1.828 -2.648  -0.962
H: 2.529 -0.631 -4.541  0.383
H: 3.107 1.049 -4.409  0.307
H: 1.081 1.882 -1.573  0.396
H: -4.086 2.704 -3.875  0.304
H: 0.452 -3.282 3.237  0.376
H: -0.149 2.388 3.193  0.431
H: -1.548 0.555 2.300  0.400
H: -0.571 -2.093 5.887  0.432
H: -0.642 -2.534 -1.122  0.494
H: -0.343 2.594 1.442  0.366
H: 1.073 -0.423 3.212  0.306
H: 2.100 -1.759 4.295  0.183
H: -3.768 0.971 -3.638  0.296
H: 1.850 -2.559 5.909  0.300
H: 1.998 2.534 -2.935  0.391
H: 1.521 0.705 -5.125  0.322
H: 1.169 1.960 2.082  0.326
H: -3.639 1.700 -5.254  0.301


ORCA calculation (wB97M-V/def2-TZVPD) on a 2-piece molecular cluster, C3H5N2S overall in a non-equilibrium geometry.

Summary:
- frontier orbital gap (alpha / beta) (eV) = 7.3 / 7.3
- highest occupied orbital energy (alpha / beta) (Eh) = -0.54905 / -0.54907
- charge = +1
- LUMO (alpha / beta) (eV) = -7.593 / -7.592

Each line ends with the Mulliken charge.
Element x y z (Å)
S: -0.935 2.506 -0.287  0.018
N: -1.275 -0.023 -0.678  -0.406
N: -0.116 0.140 0.007  0.030
C: 0.265 1.385 0.152  -0.196
C: -1.857 1.100 -0.914  -0.140
C: 1.399 -1.974 0.587  -0.106
H: 1.218 1.611 0.559  0.410
H: 0.625 -2.113 -0.167  0.271
H: -2.834 1.122 -1.137  0.501
H: 1.109 -2.148 1.617  0.307
H: 2.401 -1.607 0.262  0.312


ORCA calculation (wB97M-V/def2-TZVPD) on one molecule with the formula C4H7NO2.

Summary:
- frontier orbital gap (eV) = 10.6
- highest occupied orbital energy (Eh) = -0.36348
- LUMO (eV) = 0.747
- SMILES string = [H]/N=C(\C)OCC=O

Each line ends with the Mulliken charge.
Element x y z (Å)
O: -1.288 -0.917 1.189  -0.442
O: 1.312 -0.434 0.475  -0.377
N: 0.697 -1.910 -1.096  -0.732
C: -0.845 0.193 1.330  -0.113
C: 0.656 0.464 1.339  -0.284
C: -0.249 0.411 -1.248  -0.949
C: 0.562 -0.744 -0.627  0.695
H: -1.065 -0.004 -1.841  0.332
H: 1.011 0.257 2.353  0.323
H: 0.900 1.508 1.094  0.271
H: -0.720 1.182 -0.619  0.320
H: 0.444 0.976 -1.873  0.315
H: -1.511 1.074 1.424  0.399
H: 0.097 -2.057 -1.901  0.241


ORCA calculation (wB97M-V/def2-TZVPD) on one molecule with the formula C2H6N4OS in a non-equilibrium geometry.

Summary:
- frontier orbital gap (eV) = 9.0
- highest occupied orbital energy (Eh) = -0.30453
- LUMO (eV) = 0.687
- SMILES string = N/N=C\N(O)/C=N/S

Each line ends with the Mulliken charge.
Element x y z (Å)
S: 1.322 2.670 0.328  -0.164
O: 0.265 -1.494 1.474  -0.515
N: -0.865 -1.677 -2.187  -0.264
N: -1.809 -1.807 -1.223  -0.387
N: 0.963 1.026 0.761  -0.492
N: -0.189 -0.889 0.328  0.044
C: -0.054 0.515 0.182  0.076
C: -1.439 -1.479 -0.037  -0.120
H: -1.231 -1.768 -3.131  0.211
H: 1.891 2.988 1.484  0.148
H: -2.122 -1.556 0.787  0.436
H: -0.698 0.974 -0.573  0.403
H: 0.074 -1.293 -1.995  0.231
H: 1.071 -0.897 1.764  0.392


ORCA calculation (wB97M-V/def2-TZVPD) on one molecule with the formula C2H3BrN2S in a non-equilibrium geometry.

Summary:
- frontier orbital gap (eV) = 8.8
- highest occupied orbital energy (Eh) = -0.35164
- LUMO (eV) = -0.781
- SMILES string = Br[C@H]1N=NCS1

Each line ends with the Mulliken charge.
Element x y z (Å)
Br: 2.728 0.059 -0.402  -0.187
S: -0.273 -1.422 0.315  -0.086
N: 0.300 1.157 0.449  -0.162
N: -0.671 1.158 -0.275  -0.176
C: -1.201 -0.073 -0.612  -0.419
C: 0.885 -0.120 0.819  -0.110
H: 1.301 -0.336 1.877  0.424
H: -0.842 -0.281 -1.589  0.282
H: -2.226 -0.142 -0.582  0.434


ORCA calculation (wB97M-V/def2-TZVPD) on C21H40GeNO5Ti as an isolated structure.

Summary:
- frontier orbital gap (alpha / beta) (eV) = 5.4 / 6.7
- highest occupied orbital energy (alpha / beta) (Eh) = -0.17543 / -0.22532
- spin multiplicity = 2
- LUMO (alpha / beta) (eV) = 0.585 / 0.585

Each line ends with the Mulliken spin population.
Element x y z (Å)
Ge: 0.255 -2.218 0.475  0.003
Ti: -0.386 0.570 0.000  0.764
O: -1.420 -1.293 0.018  -0.023
O: -1.237 3.185 0.987  -0.047
O: -0.668 1.067 -2.193  0.027
O: 0.518 -0.595 1.507  0.041
O: 0.958 -1.232 -0.955  -0.004
N: 1.191 1.837 -0.408  0.116
C: 2.091 -1.625 -1.730  -0.014
C: 1.950 -3.077 -2.180  0.000
C: 2.283 3.171 -2.108  -0.109
C: 2.357 1.924 0.326  0.214
C: -3.642 -2.163 0.333  -0.002
C: -2.517 -1.922 -0.671  0.004
C: -2.077 -3.259 -1.263  0.001
C: 3.453 3.267 -1.345  0.372
C: 1.196 2.490 -1.627  0.200
C: -0.097 2.394 -2.363  -0.029
C: -2.280 4.134 1.092  -0.005
C: -2.868 1.457 1.518  0.025
C: 0.618 0.778 3.470  0.010
C: 1.530 -1.547 3.471  0.001
C: -2.991 -1.001 -1.785  0.000
C: 3.355 -1.448 -0.891  0.002
C: 2.145 -0.717 -2.952  0.020
C: -1.564 1.837 0.858  -0.525
C: 0.422 -0.638 2.947  0.007
C: -0.946 -1.168 3.363  0.004
C: 3.454 2.616 -0.095  -0.080
H: -1.736 -0.524 2.976  -0.003
H: -3.893 -1.406 -2.250  0.000
H: 2.215 3.637 -3.084  -0.008
H: 4.314 3.814 -1.700  0.039
H: -1.802 5.110 1.149  0.002
H: 2.254 0.327 -2.650  -0.002
H: -2.893 3.989 1.984  -0.006
H: -1.106 -2.181 2.986  0.000
H: 2.350 1.397 1.269  0.013
H: 2.996 -0.972 -3.586  0.000
H: 1.378 -2.583 3.158  0.000
H: 3.444 -0.412 -0.564  0.002
H: -1.228 -3.122 -1.937  0.000
H: -4.086 -1.225 0.661  0.001
H: 0.437 0.811 4.545  -0.001
H: -1.021 -1.199 4.451  0.000
H: -0.019 0.415 -2.507  0.004
H: 1.241 -0.844 -3.558  -0.005
H: 3.310 -2.088 -0.005  -0.003
H: -2.931 4.109 0.209  0.001
H: 2.498 -1.209 3.097  0.000
H: 2.797 -3.363 -2.806  0.000
H: -1.795 -3.967 -0.481  0.000
H: -3.258 -2.693 1.207  0.000
H: 1.552 -1.525 4.561  0.000
H: -2.873 1.730 2.582  -0.010
H: 4.246 -1.718 -1.461  0.001
H: -3.741 1.934 1.057  -0.010
H: -3.009 0.380 1.455  -0.002
H: 4.327 2.645 0.545  -0.006
H: -3.217 -0.008 -1.390  -0.006
H: -2.225 -0.898 -2.554  0.002
H: 0.046 2.608 -3.423  0.004
H: 1.034 -3.210 -2.761  0.000
H: -0.070 1.460 2.968  0.007
H: -2.896 -3.697 -1.835  0.000
H: -0.854 3.059 -1.944  0.015
H: 1.920 -3.756 -1.325  0.000
H: 1.638 1.118 3.288  0.001
H: -4.429 -2.768 -0.120  0.000